Entry from the OMol25 dataset: a 3-piece molecular cluster, C27H52BNO12P2 overall at a distorted geometry (ωB97M-V/def2-TZVPD).

Element x y z (Å)
H1 5.49865 -0.16685 2.37346
C1 -8.25510 4.98277 -2.92985
H2 1.45772 1.90428 2.78518
H3 -7.55901 3.93260 -7.22055
H4 4.50264 4.18382 1.67690
H5 2.02412 -1.31869 1.90588
H6 -6.18326 5.29650 -2.56419
C2 3.38409 2.67303 0.10293
H7 -4.21401 3.96401 -0.48160
H8 7.82321 -1.67539 3.90055
C3 7.87332 -6.73000 3.39909
C4 -9.26051 2.67295 -6.88798
H9 2.34995 -2.64166 -0.27095
C5 5.28891 -6.78309 -0.51638
H10 5.86791 -7.36210 3.94911
C6 -8.24211 1.18736 -2.09350
O1 -7.67430 1.01226 -5.07060
O2 5.38978 -6.34826 1.86597
H11 -7.12378 2.24921 -6.99277
C7 7.39992 -2.67273 3.75147
H12 4.60173 -6.95048 -1.34994
H13 2.15991 0.45804 -0.77364
H14 -8.10323 0.19191 -2.52529
H15 -9.21716 1.20224 -1.59657
C8 -0.79686 -0.17286 0.30265
H16 -4.97041 4.12981 2.21929
H17 8.35374 -7.65911 3.72163
C9 2.31076 3.24786 -0.99644
H18 1.59860 2.44655 -1.46496
O3 6.99115 -4.38751 2.08250
H19 6.38480 -2.67571 4.16126
H20 1.02446 -1.66835 -1.18983
C10 -3.73563 3.19369 0.26179
C11 -6.79415 4.76292 -3.29955
C12 -2.63404 2.04750 -0.23841
O4 -8.28065 2.16131 -3.12384
H21 -0.26550 0.33577 -0.63119
P1 -7.04457 2.14451 -4.22285
C13 4.54360 -6.79067 0.81006
P2 5.39679 -4.74754 2.33624
H22 -1.32877 -1.17992 0.03446
C14 -2.45697 1.04350 2.37462
O5 4.95566 -4.26086 0.93418
H23 -6.16310 1.39173 -1.52921
O6 -6.34095 3.40963 -3.27560
C15 -3.55702 2.17267 2.90678
H24 -8.48813 4.53139 -1.96086
C16 -4.20930 3.29534 1.85466
O7 1.58425 4.63164 3.00602
H25 4.42926 2.28180 -0.31932
O8 -7.57997 3.32864 -5.26912
H26 6.04427 -7.57865 -0.52564
H27 0.52967 -2.85767 0.25533
H28 6.77175 -6.55747 5.21056
H29 7.98381 -3.39556 4.33028
C17 3.47685 3.96813 1.15736
H30 -8.47718 6.05331 -2.87788
H31 -7.24054 2.52187 -0.71345
C18 6.55620 -6.53153 4.13748
C19 -7.15574 1.49346 -1.07896
C20 2.52369 0.23744 0.31684
C21 7.38824 -3.04015 2.27904
C22 1.46386 -0.82422 0.97456
H32 8.55965 -5.89925 3.58824
H33 8.39874 -2.93715 1.87141
H34 -9.64033 1.93697 -6.17189
H35 4.23417 -7.81511 1.03760
H36 3.55643 -0.35012 0.19942
O9 5.42126 0.76163 1.96932
H37 5.82979 -5.84786 -0.69388
C23 -7.80300 3.03522 -6.64420
C24 2.18847 3.79092 2.16086
H38 -6.55920 5.21395 -4.26932
H39 -9.89141 3.56318 -6.77386
H40 -9.39994 2.27881 -7.89806
H41 -8.93930 4.55066 -3.66170
B1 4.06672 1.28180 2.35144
H42 -7.21405 0.80933 -0.22768
H43 -3.89873 2.23938 4.04320
N1 1.73466 2.34617 1.87526
H44 6.73162 -2.37105 1.71530
H45 1.61226 4.10546 -0.56490
H46 7.73848 -6.79952 2.31860
C25 1.31413 -2.06618 -0.12602
C26 -1.93908 0.94338 0.80088
H47 2.91122 3.74540 -1.88836
O10 3.88288 1.53049 3.81784
H48 -2.30610 2.00614 -1.37052
H49 3.02824 1.11584 4.14282
C27 2.85136 1.55799 1.22880
H50 3.62639 -6.19282 0.76572
H51 -2.06293 0.29918 3.21114
H52 3.31719 4.94664 0.50217
O11 5.88969 -5.29134 3.90285
O12 0.17940 -0.25256 1.40033

Results
SMILES string ... C[C@@H](C[C@]1(B(O)O)NC(=O)C[C@@H]1C)OCc1ccccc1.CCOP(=O)(OCC)OCC.CCOP(=O)(OCC)OCC
HOMO ... -0.30854 hartree

Entry from the OMol25 dataset: C27H52OsP2Si as an isolated structure at a distorted geometry (ωB97M-V/def2-TZVPD).

Element x y z (Å)
H1 -4.31134 2.25649 -1.24293
H2 3.03872 3.49870 1.37089
H3 1.51992 0.11503 -2.79201
H4 -1.12880 3.77182 -3.26528
H5 2.07319 1.02003 4.51198
C1 -3.53646 -2.10229 1.68850
C2 -1.91369 -0.02180 3.32892
H6 -3.00630 -2.36240 2.61319
C3 0.48319 -4.19563 -1.98379
H7 3.56082 0.88745 -2.80564
H8 -0.45608 3.48400 -1.64696
H9 1.37734 3.14723 -0.12576
H10 -4.35402 -0.16715 -1.97286
H11 1.03615 -1.62806 4.15215
H12 3.09175 -1.57017 0.17956
C4 -2.21573 1.33369 1.12455
H13 -0.48184 1.77438 -5.42794
H14 -4.61641 -2.09979 1.90704
H15 1.55579 -3.98685 -1.89855
H16 4.23529 2.07517 -1.71717
C5 -3.22241 2.12354 -1.12574
C6 -0.01664 -1.34456 -0.94322
C7 4.08602 0.05307 -0.87810
C8 -2.93505 1.12515 -0.07681
H17 -2.54042 -3.04679 -2.30264
C9 0.09750 1.16113 -4.72447
C10 1.40017 -1.66411 3.11726
H18 -2.78721 3.09774 -0.86853
C11 3.06169 -0.48307 0.09265
H19 0.33701 1.32933 4.13698
P1 -0.47503 1.45196 -2.99269
H20 1.60012 2.27440 3.31252
H21 0.16650 -3.97433 -3.01442
H22 -1.16418 -4.73148 1.05258
H23 -0.09491 0.10306 -4.95326
H24 -0.76341 -3.15223 1.74003
H25 -0.90853 2.97443 0.71087
H26 -4.05045 -1.79664 -1.32461
C12 2.12891 1.63787 -1.39620
C13 -3.09468 -0.78178 1.18871
C14 -0.46928 -3.88112 0.97423
C15 3.76581 1.50125 1.68908
C16 -1.58926 2.62244 1.50443
C17 -3.46150 -0.19281 -0.05115
H27 0.76125 -2.31559 2.51168
Os1 1.31461 0.22558 -0.06573
H28 -3.35242 -2.89412 0.95642
H29 0.31474 -5.26779 -1.80884
H30 -1.01676 2.51712 2.43425
H31 -2.72911 -0.47939 3.91021
C18 -4.36189 -0.77883 -1.06301
H32 3.66964 1.81596 2.74035
H33 0.64900 3.65614 -3.05597
C19 -2.27818 -3.61555 -1.40040
H34 1.17285 1.36150 -4.82914
C20 3.57002 1.19627 -1.75285
H35 0.54034 -4.25289 1.19740
H36 -2.26655 -4.68214 -1.68059
C21 1.91092 2.19866 0.04216
C22 -2.34701 0.16821 1.92236
H37 -2.81750 1.80344 -2.09911
P2 1.35053 0.00396 2.40885
H38 3.50017 -0.59025 2.15995
H39 4.34301 -0.79407 -1.53029
H40 1.13475 1.71889 0.77045
Si1 -0.53295 -3.17488 -0.75664
C23 1.35433 1.28196 3.72030
H41 -1.67024 0.93736 3.79636
C24 1.04096 0.81088 -2.08387
H42 2.43375 -2.02613 3.09343
H43 -1.03660 -0.68844 3.38810
C25 3.22441 2.58536 0.78096
H44 5.01183 0.34318 -0.36337
C26 -0.31935 3.26516 -2.71809
H45 0.30123 -1.35137 -2.01417
H46 -3.08691 -3.49906 -0.67115
C27 3.02763 0.15041 1.49214
H47 -0.89991 -0.66607 -0.90461
H48 3.96283 2.86566 0.03411
H49 -5.39954 -0.81841 -0.69186
H50 2.00726 2.59027 -1.93576
H51 4.85280 1.36195 1.54140
H52 -2.35622 3.40074 1.65913

Results
2S+1 ... 5
Net charge ... +2
Expectation value of S² ... 6.02
HOMO (spin up / spin down) ... -0.45650 / -0.49873 hartree
ΔE to the lowest compared entry with this formula, charge and spin ... 85.6 kcal/mol